1.
Below is a structure of composition C46H41BF5N15Sr in a non-equilibrium geometry, with properties calculated with ωB97M-V/def2-TZVPD.

Last column: Löwdin charge in e.
Positions of all 109 atoms, in Å:
Sr (-0.09, 0.32, -0.42)  1.235
F (-0.81, -2.08, 4.86)  0.106
F (-2.15, 2.56, 7.34)  0.077
F (-1.27, -0.65, 8.12)  -0.091
F (-3.14, -5.48, 1.43)  -0.016
F (1.18, -0.18, 5.29)  0.085
N (-2.91, -0.10, 2.69)  0.233
N (0.96, 1.49, 1.36)  0.006
N (4.02, 6.00, -1.05)  0.059
N (0.30, 3.41, -0.88)  0.128
N (-0.86, 4.86, 5.77)  0.179
N (-5.78, 0.32, 5.88)  0.142
N (2.28, 4.58, -0.11)  0.067
N (1.88, 0.86, -1.58)  -0.080
N (1.98, 1.90, 3.74)  0.149
N (-0.28, -1.79, -3.46)  0.070
N (2.12, 0.90, 1.70)  0.109
N (2.88, 1.10, -0.73)  0.017
N (-0.96, -4.16, -6.82)  0.087
N (2.88, -1.15, 0.37)  0.015
N (1.77, -1.62, -0.21)  0.053
C (1.93, -2.92, -0.40)  -0.336
C (3.19, -3.31, 0.07)  0.008
C (0.09, 2.50, 5.49)  -0.096
C (-2.24, 0.11, 7.35)  -0.135
C (-0.49, 3.78, 5.67)  -0.190
C (0.44, 2.45, 2.01)  -0.243
C (0.98, 2.49, 4.47)  -0.059
C (-0.88, -2.64, 1.49)  -0.221
C (-1.47, -2.34, -3.68)  -0.139
C (-0.46, 1.36, 6.20)  -0.052
C (-4.47, -0.02, -4.44)  -0.067
C (-3.42, -0.33, 5.17)  -0.190
C (1.03, 1.70, -3.73)  -0.031
C (5.12, -2.04, 1.19)  -0.039
C (2.03, 1.64, -2.63)  -0.364
C (-2.05, 0.58, -1.93)  -0.186
C (-1.51, -1.73, 0.65)  -0.278
C (3.70, 2.05, -1.24)  -0.284
C (4.91, 2.59, -0.56)  -0.040
C (3.77, -2.15, 0.56)  -0.281
C (-2.75, -2.10, 0.14)  -0.195
C (-3.32, -3.34, 0.41)  -0.057
C (-3.76, 1.22, -3.89)  -0.650
C (-4.70, 0.07, 5.59)  -0.217
C (0.67, -2.00, -4.35)  -0.154
C (0.89, -3.77, -1.04)  -0.030
C (1.25, 3.03, 3.13)  -0.031
C (-1.57, 1.39, 6.98)  -0.156
C (-2.62, -4.22, 1.20)  -0.308
C (-4.79, 2.24, -3.39)  -0.070
C (3.19, 2.41, -2.47)  0.004
C (3.16, 5.32, -0.67)  -0.477
C (-3.18, -0.30, 3.79)  -0.154
C (-0.75, -3.34, -5.73)  -0.343
C (2.44, 0.89, 2.99)  -0.207
C (-1.41, -3.89, 1.77)  -0.070
C (3.41, -0.07, 3.57)  0.029
C (0.50, -2.76, -5.49)  -0.035
C (-1.04, -0.93, 5.53)  -0.155
C (-0.94, 2.90, 1.77)  0.006
C (1.27, 3.98, -0.59)  -0.403
C (-2.35, -0.51, 6.04)  -0.102
C (-2.85, 0.85, -2.80)  -0.242
C (-1.75, -3.11, -4.79)  -0.023
C (-2.91, 1.86, -5.01)  -0.070
C (-0.10, 0.02, 5.70)  -0.129
B (3.07, 0.35, 0.57)  -0.528
H (-4.28, -3.62, 0.01)  0.093
H (3.57, 3.17, -3.13)  0.110
H (-2.21, -2.13, -2.92)  0.099
H (5.08, -2.37, 2.23)  0.075
H (-4.28, 3.09, -2.93)  0.080
H (-2.74, -3.53, -4.94)  0.103
H (5.50, -1.03, 1.15)  0.057
H (0.50, 2.65, -3.67)  0.075
H (3.49, 0.12, 4.64)  0.090
H (-5.13, 0.24, -5.26)  0.070
H (4.17, 0.57, 0.98)  0.110
H (-5.06, -0.49, -3.65)  0.080
H (-5.42, 2.60, -4.20)  0.068
H (1.52, 1.65, -4.70)  0.076
H (-5.42, 1.79, -2.63)  0.078
H (0.54, -4.54, -0.36)  0.076
H (-1.02, 3.23, 0.73)  0.058
H (-0.32, -4.04, -7.59)  0.082
H (1.30, -4.26, -1.93)  0.075
H (-3.74, -0.75, -4.78)  0.059
H (0.31, 0.90, -3.61)  0.043
H (3.63, -4.29, 0.06)  0.101
H (0.07, -2.39, 1.95)  0.064
H (1.80, 3.95, 2.95)  0.163
H (-0.89, -4.60, 2.39)  0.098
H (4.69, 2.85, 0.47)  0.075
H (-3.54, 2.19, -5.83)  0.069
H (5.21, 3.50, -1.08)  0.063
H (1.62, -1.54, -4.13)  0.107
H (4.38, 0.04, 3.11)  0.085
H (5.82, -2.70, 0.66)  0.076
H (-2.19, 1.13, -5.38)  0.076
H (0.06, -3.13, -1.33)  0.051
H (-1.20, 3.72, 2.44)  0.094
H (-3.28, -1.40, -0.50)  0.055
H (-2.36, 2.71, -4.61)  0.078
H (-1.92, -4.29, -7.09)  0.084
H (1.31, -2.91, -6.19)  0.096
H (5.73, 1.88, -0.57)  0.078
H (3.07, -1.09, 3.42)  0.105
H (-1.65, 2.08, 1.91)  0.079

gap between HOMO and LUMO	4.532	eV
strongest force on any atom	3.40	eV/A
total charge	-2
lowest unoccupied orbital energy	2.704	eV
relative energy (zero: lowest compared OMol25 entry of this formula, charge and spin)	305.9	kcal/mol
total energy	-85812.37413	eV

2.
Below is a structure of composition C40H36N10O6OsS in a non-equilibrium geometry, with properties calculated with ωB97M-V/def2-TZVPD.

Last column: Löwdin charge in e.
Positions of all 94 atoms, in Å:
Os (0.23, 0.03, -0.28)  1.181
S (-3.21, 0.14, -1.50)  0.788
O (-2.62, 0.13, -0.13)  -0.633
O (0.41, -2.18, -2.86)  0.010
O (3.76, 1.46, 4.36)  0.096
O (3.21, -7.65, -1.71)  0.025
O (0.72, -1.96, -0.65)  -0.234
O (2.58, -6.77, -3.75)  0.029
N (-0.40, -1.81, 3.70)  0.128
N (5.64, 2.60, 4.62)  0.128
N (5.90, 1.25, 4.86)  0.129
N (0.82, -2.24, 3.32)  -0.122
N (3.64, 1.26, 1.18)  -0.011
N (0.21, -0.85, 1.78)  -0.037
N (-0.19, 3.66, 1.80)  -0.124
N (-0.39, 4.15, 0.57)  0.130
N (-0.12, 1.93, 0.48)  -0.087
N (2.90, 0.51, 0.34)  -0.010
C (5.29, -3.05, 5.00)  -0.053
C (-0.20, 0.68, -4.29)  -0.031
C (3.78, -0.19, -0.35)  -0.159
C (1.83, -4.49, -0.44)  -0.027
C (-4.97, -0.18, -1.24)  -0.273
C (3.23, -1.27, 4.48)  0.034
C (1.28, 3.00, -4.58)  -0.093
C (-0.02, 2.34, 1.74)  -0.133
C (4.79, 0.62, 4.69)  -0.292
C (3.60, 3.83, 3.92)  -0.142
C (1.21, 2.39, -3.34)  -0.056
C (1.45, -3.95, -1.66)  -0.119
C (5.10, 0.11, 0.04)  -0.068
C (4.96, 1.05, 1.03)  -0.116
C (2.63, -6.42, -1.52)  -0.217
C (-2.80, -1.42, -2.27)  -0.263
C (4.52, -0.80, 4.75)  -0.130
C (0.63, 2.47, -5.68)  -0.094
C (0.45, 1.22, -3.17)  -0.290
C (4.38, 2.68, 4.33)  -0.309
C (2.25, -5.89, -2.75)  -0.197
C (1.17, -1.67, 2.16)  -0.146
C (2.97, -2.63, 4.45)  -0.188
C (5.55, -1.70, 5.01)  -0.008
C (-0.36, 3.09, -0.20)  -0.164
C (2.43, -5.74, -0.35)  0.010
C (2.10, 5.96, 2.98)  -0.016
C (1.47, 4.75, 3.23)  -0.188
C (1.59, -3.16, 4.14)  -0.064
C (0.80, -2.59, -1.76)  -0.596
C (3.14, -7.91, -3.11)  -0.139
C (2.22, 3.69, 3.72)  0.013
C (0.00, 4.55, 2.93)  -0.070
C (4.01, -3.52, 4.71)  -0.025
C (3.47, 6.11, 3.21)  -0.050
C (1.66, -4.66, -2.86)  0.078
C (4.22, 5.05, 3.66)  -0.007
C (-0.11, 1.30, -5.52)  -0.083
C (-0.73, -0.98, 2.74)  -0.185
C (0.33, 0.62, -1.88)  -0.259
H (3.42, -0.87, -1.11)  0.103
H (0.69, 2.95, -6.64)  0.099
H (-1.71, -1.49, -2.23)  0.004
H (6.01, -0.30, -0.35)  0.090
H (6.08, -3.76, 5.20)  0.110
H (-1.68, -0.47, 2.70)  0.119
H (3.83, -4.58, 4.67)  0.117
H (3.95, 7.06, 3.01)  0.111
H (0.15, 1.70, 2.59)  0.116
H (2.73, -6.16, 0.60)  0.112
H (-0.61, 0.86, -6.37)  0.102
H (1.64, -3.91, 0.45)  0.089
H (-0.50, 3.11, -1.26)  0.110
H (2.49, -8.78, -3.28)  0.135
H (-0.47, 5.49, 2.67)  0.127
H (3.18, 1.92, 1.79)  0.118
H (-5.46, -0.29, -2.21)  0.049
H (1.87, 3.90, -4.69)  0.100
H (5.69, 1.59, 1.62)  0.110
H (-5.09, -1.08, -0.64)  0.052
H (1.75, 2.74, 3.94)  0.116
H (-5.39, 0.68, -0.72)  0.043
H (1.00, -3.30, 5.04)  0.137
H (5.29, 5.15, 3.82)  0.119
H (-0.74, -0.25, -4.18)  0.097
H (-3.11, -1.39, -3.31)  0.057
H (1.36, -4.23, -3.80)  0.130
H (1.66, -4.12, 3.63)  0.132
H (2.09, -1.85, 1.63)  0.136
H (4.15, -8.08, -3.49)  0.135
H (-3.26, -2.25, -1.73)  0.059
H (1.53, 6.79, 2.59)  0.117
H (1.74, 2.80, -2.50)  0.108
H (2.44, -0.56, 4.27)  0.123
H (6.55, -1.32, 5.21)  0.118
H (-0.52, 4.13, 3.79)  0.135

gap between HOMO and LUMO (spin up / spin down)	4.391 / 4.390	eV
strongest force on any atom	1.73	eV/A
lowest unoccupied orbital energy (spin up / spin down)	-0.528 / -0.528	eV
relative energy (zero: lowest compared OMol25 entry of this formula, charge and spin)	28.5	kcal/mol
total energy	-82548.97420	eV

3.
Below is a structure of composition C28H42MnNO2Si in a non-equilibrium geometry, with properties calculated with ωB97M-V/def2-TZVPD.

Last column: Löwdin spin population.
Positions of all 75 atoms, in Å:
Mn (0.05, 0.47, 0.21)  2.124
Si (-1.04, -2.72, -1.96)  0.045
O (1.45, 2.07, -4.33)  0.003
O (2.96, 4.75, -3.24)  0.000
N (-1.27, -2.33, -0.26)  0.447
C (2.09, 6.72, -4.41)  0.000
C (2.10, 0.83, 0.64)  -0.026
C (-1.80, -2.68, 2.07)  0.136
C (4.37, 5.66, -4.70)  0.000
C (-1.30, 1.70, 1.27)  -0.043
C (1.52, 2.22, -2.89)  0.005
C (0.69, -0.47, 1.97)  -0.035
C (2.35, 0.95, -4.60)  0.000
C (-1.19, 1.69, -1.06)  0.005
C (-2.73, -3.09, -2.66)  0.014
C (-1.98, 0.55, -0.64)  0.004
C (1.19, -1.29, 0.89)  0.004
C (-2.08, -3.55, 3.11)  -0.008
C (-2.02, 0.55, 0.80)  -0.028
C (2.97, 1.97, -2.47)  0.000
C (1.27, 0.85, 1.83)  -0.034
C (2.10, -0.51, 0.12)  0.002
C (-0.79, 2.40, 0.13)  -0.033
C (3.81, 6.98, -2.59)  0.000
C (-0.30, -1.30, -2.95)  0.005
C (3.28, 6.10, -3.71)  0.000
C (3.97, 4.29, -4.20)  0.000
C (-1.99, -4.54, 0.49)  0.151
C (3.52, 1.06, -3.59)  0.000
C (-2.31, -4.91, 2.86)  0.186
C (0.18, -4.14, -2.14)  0.011
C (-2.26, -5.40, 1.55)  -0.011
C (-1.68, -3.14, 0.71)  0.039
H (1.76, 6.08, -5.23)  0.000
H (5.38, 5.97, -4.41)  0.000
H (0.06, -0.80, 2.80)  0.000
H (1.20, 1.69, 2.52)  0.000
H (1.85, -0.04, -4.47)  0.000
H (2.78, -0.90, -0.64)  0.003
H (1.16, -3.86, -1.71)  0.000
H (4.79, 3.75, -3.71)  0.000
H (1.27, 6.83, -3.70)  0.000
H (4.12, 7.96, -2.97)  0.000
H (4.37, 1.53, -4.08)  0.000
H (-1.05, 2.03, -2.08)  0.003
H (0.00, -1.67, -3.94)  0.001
H (-2.54, -0.12, -1.29)  0.004
H (-3.41, -2.25, -2.50)  0.000
H (-0.15, -5.07, -1.66)  0.001
H (1.10, 3.18, -2.58)  0.000
H (-2.54, -5.58, 3.68)  0.009
H (-0.30, 3.37, 0.15)  -0.001
H (-1.01, -0.50, -3.12)  0.000
H (2.69, 1.05, -5.65)  0.000
H (3.82, 0.08, -3.19)  0.000
H (4.17, 5.79, -5.77)  0.000
H (1.01, -2.36, 0.76)  0.003
H (-2.60, -0.13, 1.42)  0.000
H (-2.66, -3.28, -3.74)  0.002
H (-1.23, 2.02, 2.31)  0.000
H (3.05, 1.46, -1.51)  0.000
H (-1.66, -1.62, 2.26)  0.006
H (3.03, 7.13, -1.84)  0.000
H (0.35, -4.36, -3.20)  0.001
H (-3.18, -3.97, -2.19)  0.000
H (-2.00, -4.93, -0.53)  0.006
H (0.96, 1.39, -2.42)  0.005
H (2.74, 1.66, 0.32)  -0.001
H (0.60, -0.87, -2.49)  0.004
H (3.48, 3.65, -4.95)  0.000
H (4.68, 6.51, -2.11)  0.000
H (-2.45, -6.46, 1.35)  -0.004
H (2.33, 7.71, -4.81)  0.000
H (-2.15, -3.15, 4.12)  -0.004
H (3.47, 2.94, -2.37)  0.000

gap between HOMO and LUMO (spin up / spin down)	7.296 / 7.178	eV
strongest force on any atom	2.15	eV/A
total charge	+1
lowest unoccupied orbital energy (spin up / spin down)	-3.677 / -4.361	eV
total energy	-74491.22729	eV
spin multiplicity	4

Which of these has the lowest total energy? C46H41BF5N15Sr